No. 1
A gas-phase ion, C5H12N3 (charge +1). Source: OMol25; level of theory: wB97M-V/def2-TZVPD.

As for the energy: -361.61657 Eh. As for the total charge: +1. The HOMO energy is -14.3 eV. Its largest force on an atom is 5.063 eV Å⁻¹. The gap between HOMO and LUMO comes out at 8.9 eV. As for the energy above the lowest of the compared OMol25 structures with the same formula, charge and spin: 95.10 kcal/mol.

Geometry (Å):
C  1.5063  0.0060  -0.2837
C  0.6188  -0.5587  0.8119
C  -0.7438  0.0521  0.6583
C  -1.0122  1.4028  1.3393
C  -1.4104  -0.8679  -1.6665
N  0.9899  0.3971  -1.3767
N  2.7924  -0.1820  -0.0589
N  -0.9777  0.1569  -0.7642
H  0.6752  -1.6074  0.5547
H  1.2802  -0.3592  1.7907
H  -1.3975  -0.7909  0.9595
H  -1.9725  1.8822  1.1103
H  -0.2106  2.0847  1.1949
H  -1.0878  1.1411  2.3778
H  -2.4640  -0.6145  -1.7235
H  -0.6623  -0.9382  -2.6018
H  -1.3283  -1.8361  -1.1341
H  3.3664  -0.8601  0.5746
H  3.3724  0.4269  -0.7243
H  -1.3344  1.0652  -1.0384


No. 2
A gas-phase ion, C5H12N3 (charge +1). Source: OMol25; level of theory: wB97M-V/def2-TZVPD.

As for the energy: -361.47036 Eh. As for the total charge: +1. As for the spin multiplicity: 3. The HOMO energy (alpha / beta) is -9.4 / -15.8 eV. Its largest force on an atom is 4.759 eV Å⁻¹. The gap between HOMO and LUMO (alpha / beta) comes out at 6.4 / 9.1 eV. Its expectation value of S² is 2.007. As for the energy above the lowest of the compared OMol25 structures with the same formula, charge and spin: 65.84 kcal/mol.

Geometry (Å):
C  -2.5946  -0.2465  -0.4705
C  2.1666  -0.7094  -0.6651
C  -1.8046  -1.3684  -0.1565
C  1.5749  0.5152  0.0912
C  0.0397  0.5684  -0.1513
N  -2.9918  0.8508  -0.4632
N  -0.7258  -0.8862  0.6592
N  -0.5890  1.5792  0.6900
H  2.2667  -0.3169  -1.6771
H  1.5457  -1.5722  -0.4569
H  3.2327  -0.8650  -0.3780
H  -2.2374  -2.1451  0.4621
H  -1.3621  -1.8784  -1.0069
H  2.1365  1.4312  -0.2851
H  1.6946  0.4280  1.2621
H  -0.4515  0.6205  -1.1151
H  0.0415  -1.5628  1.0034
H  -1.5085  1.8599  0.4766
H  0.1095  2.3461  0.4635
H  -0.5432  1.3515  1.7176


No. 3
A gas-phase ion, C5H12N3O2 (charge -1). Source: OMol25; level of theory: wB97M-V/def2-TZVPD.

As for the energy: -512.35062 Eh. Its structure (SMILES) is CCC(C)(C)/N=N/N([O-])O. As for the total charge: -1. The HOMO energy is -2.4 eV. Its largest force on an atom is 1.822 eV Å⁻¹. The gap between HOMO and LUMO comes out at 6.0 eV. As for the energy above the lowest of the compared OMol25 structures with the same formula, charge and spin: 0.00 kcal/mol.

Geometry (Å):
C  1.4915  1.7117  -0.8397
C  0.4340  -1.3151  1.3723
C  0.6516  -1.1806  -1.1077
C  1.3772  0.7683  0.3532
C  0.3393  -0.3587  0.1553
N  -1.9267  -0.3994  -0.4104
N  -0.9451  0.2810  0.1696
N  -3.0869  -0.0547  -0.1566
O  -3.2797  1.0746  0.8306
O  -4.1376  -0.4645  -0.6851
H  2.0134  1.2359  -1.6700
H  0.4945  1.9978  -1.1664
H  2.0450  2.6128  -0.5648
H  1.4179  -1.7780  1.4503
H  0.2329  -0.7683  2.2936
H  -0.3195  -2.0937  1.2685
H  -0.0109  -2.0419  -1.1488
H  0.4824  -0.5853  -2.0007
H  1.6863  -1.5271  -1.0891
H  2.3564  0.3330  0.5777
H  1.0539  1.3443  1.2221
H  -2.3700  1.2080  1.1462


No. 4
2 unconnected molecules or ions with the total composition C5H12N3O2S. Source: OMol25; level of theory: wB97M-V/def2-TZVPD.

As for the energy: -910.42341 Eh. As for the total charge: -1. The HOMO energy (alpha / beta) is -2.9 / -3.1 eV. Its largest force on an atom is 4.823 eV Å⁻¹. The gap between HOMO and LUMO (alpha / beta) comes out at 6.2 / 6.4 eV. As for the energy above the lowest of the compared OMol25 structures with the same formula, charge and spin: 94.57 kcal/mol.

Geometry (Å):
C  2.3122  -1.6211  -0.7617
C  0.2552  -2.9819  -0.0798
C  -1.4209  3.7958  -0.2276
C  -1.8364  2.7521  2.1831
C  0.8071  -1.6125  -0.2866
N  0.6439  1.0676  2.0007
N  0.7100  -0.8210  0.9638
N  0.5828  0.4416  0.7871
O  0.3569  1.0720  -0.3014
O  0.4495  2.3797  1.9291
S  -2.0105  4.2687  1.3935
H  2.2238  -1.7570  -1.8557
H  2.6778  -0.6042  -0.8073
H  2.9664  -2.2027  -0.2293
H  0.9455  -3.4498  0.7030
H  0.1115  -3.6577  -0.9101
H  -0.8728  -3.0277  0.3615
H  -1.3996  4.6049  -0.9088
H  -2.0179  2.9115  -0.6586
H  -0.4598  3.4094  -0.2408
H  -1.8097  1.8950  1.5447
H  -1.8247  2.8217  3.3058
H  0.1912  -1.0515  -0.9890